(1)
Entry from OMol25: C31H28F5N4O3SeV as an isolated structure at a distorted geometry (the ωB97M-V functional and the def2-TZVPD basis).

Structure (XYZ):
```
73
Properties=species:S:1:pos:R:3:forces:R:3:mulliken_charge:R:1
V -1.225 -0.034 -0.194 -0.466 -0.598 2.254 -0.651
C -1.061 -1.754 -1.621 0.018 -0.581 -0.134 0.835
C 0.058 -1.898 -0.763 -0.279 -0.391 -0.105 0.788
C -0.424 -2.102 0.549 -0.054 -0.157 0.089 0.862
C -1.840 -2.113 0.505 0.069 -0.609 -0.212 0.475
C -2.239 -1.900 -0.847 0.111 -0.730 -0.039 1.029
C -3.605 -2.132 -1.422 0.176 0.283 0.105 -1.869
C -2.704 -2.693 1.587 0.071 0.331 -0.042 -1.776
C 0.396 -2.410 1.760 -0.080 0.198 0.079 -2.054
C 1.467 -2.086 -1.233 -0.091 0.175 0.089 -1.701
C -1.004 -1.711 -3.115 0.022 0.097 0.145 -1.658
H -3.843 -1.391 -2.182 -0.101 0.011 -0.108 0.321
H -4.374 -2.086 -0.654 -0.081 0.037 0.024 0.399
H -3.655 -3.117 -1.894 -0.007 -0.006 0.021 0.347
H -2.518 -2.247 2.563 -0.013 -0.022 0.030 0.334
H -2.480 -3.761 1.666 -0.073 0.022 0.042 0.409
H -3.763 -2.586 1.355 -0.003 0.024 0.058 0.370
H 0.440 -1.558 2.444 0.149 -0.096 0.080 0.133
H 1.414 -2.672 1.479 0.066 0.013 0.070 0.411
H -0.037 -3.253 2.301 0.025 -0.074 0.053 0.403
H 2.193 -1.827 -0.465 0.032 -0.009 -0.026 0.457
H 1.677 -1.488 -2.120 0.056 0.082 -0.017 0.388
H 1.612 -3.137 -1.505 0.016 0.057 0.028 0.321
H -1.905 -1.265 -3.534 0.002 0.058 -0.083 0.345
H -0.919 -2.728 -3.502 0.000 -0.022 -0.107 0.385
H -0.139 -1.147 -3.467 -0.028 0.019 -0.092 0.330
N -1.202 2.586 3.154 0.208 0.099 -0.245 -0.337
C -1.410 1.675 2.184 -0.610 0.357 0.983 0.218
O -0.727 1.642 1.164 0.259 -0.174 -0.218 -0.416
C -2.569 0.735 2.291 -0.055 -0.013 -0.073 -0.590
C -2.994 0.514 0.844 -0.492 0.053 0.053 -1.272
H -0.325 3.089 3.117 0.025 -0.185 0.036 0.340
H -1.551 2.399 4.080 -0.068 -0.057 -0.077 0.240
H -3.367 1.133 2.930 0.197 -0.001 0.119 0.500
H -2.185 -0.180 2.746 -0.009 -0.080 0.126 0.087
H -3.348 1.491 0.488 -0.023 -0.089 -0.150 0.778
H -3.841 -0.173 0.803 -0.096 -0.050 -0.010 0.351
O -0.944 2.570 -6.585 -0.526 0.042 -0.126 -0.766
N 0.141 2.509 -5.980 0.299 -0.010 0.058 1.027
O 1.219 2.712 -6.567 0.238 0.079 -0.159 -0.779
C 0.184 2.185 -4.627 0.424 -0.024 0.130 -0.684
C 1.456 2.096 -4.028 0.107 0.128 -0.355 -0.901
C 1.624 1.681 -2.713 -0.499 -0.167 0.308 1.264
C 2.859 1.591 -2.014 -0.192 -0.042 0.204 -1.222
C 2.857 1.170 -0.708 0.004 0.073 -0.260 -0.857
C 1.661 0.776 -0.096 0.202 -0.055 0.267 -0.527
N 0.513 0.790 -0.749 1.262 0.463 -0.476 0.960
C 0.471 1.276 -1.985 0.861 0.237 -0.662 -0.421
C -0.826 1.398 -2.555 -0.221 0.327 -0.604 0.005
N -1.832 1.013 -1.742 -0.749 1.125 -1.814 0.839
C -3.079 1.154 -2.199 -0.154 0.107 0.135 -0.150
C -3.358 1.715 -3.432 0.220 0.038 -0.060 -1.285
C -2.333 2.107 -4.280 -0.197 -0.246 0.248 -0.617
C -1.004 1.910 -3.867 -0.218 -0.024 0.145 0.702
H 2.314 2.342 -4.635 -0.018 0.036 0.007 0.579
H 3.777 1.876 -2.506 0.064 0.018 -0.070 0.454
H 3.772 1.105 -0.141 0.075 0.047 0.092 0.534
H 1.632 0.458 0.937 0.055 -0.089 0.153 0.531
H -3.875 0.835 -1.541 0.061 -0.007 0.038 0.570
H -4.384 1.847 -3.731 -0.156 -0.009 -0.015 0.429
H -2.556 2.534 -5.243 0.144 -0.020 0.007 0.580
F 6.860 -0.540 5.918 -0.232 0.023 -0.106 -0.321
C 5.624 -0.266 5.451 -0.118 0.068 -0.024 0.469
C 4.541 -0.203 6.322 0.114 -0.048 0.099 0.215
F 4.728 -0.436 7.637 0.057 0.037 -0.204 -0.317
C 3.282 0.095 5.840 -0.007 0.072 -0.397 0.085
F 2.254 0.157 6.703 0.346 -0.084 0.075 -0.314
C 3.042 0.342 4.483 0.717 -0.233 0.212 -0.133
Se 1.362 0.763 3.855 -0.961 0.320 -0.330 -0.341
C 4.149 0.262 3.629 -0.146 -0.010 0.442 0.368
F 3.990 0.482 2.311 0.194 -0.066 0.080 -0.017
C 5.416 -0.028 4.097 0.218 -0.095 0.081 -0.168
F 6.463 -0.093 3.249 -0.136 0.017 0.138 -0.323
```
Positions in Å, forces in eV/Å.

The multiplicity is 4. The expectation value of S² is 3.8133. The calculation puts the total energy at -5487.6489 Eh. The calculation puts the orbital gap (alpha / beta) at 5.278 / 6.038 eV. The maximum force comes out at 2.4 eV/A. As for the total charge: -1. Its lowest unoccupied orbital energy (alpha / beta) is 1.983 / 1.665 eV.

(2)
Entry from OMol25: C31H28MnN9O4P as an isolated structure (the ωB97M-V functional and the def2-TZVPD basis).

Structure (XYZ):
```
74
Properties=species:S:1:pos:R:3:forces:R:3:mulliken_charge:R:1
Mn -0.252 -0.077 -0.604 -0.363 0.263 0.148 0.834
C -1.903 -5.614 -0.866 -0.019 -0.067 0.039 -0.845
N -1.631 -4.274 -1.348 0.048 0.117 -0.021 0.199
C -1.853 -3.819 -2.619 0.001 -0.012 -0.063 -0.651
C -1.456 -2.511 -2.638 0.041 -0.008 -0.068 -0.735
N -1.011 -2.160 -1.402 -0.103 -0.098 0.078 0.534
C -1.118 -3.235 -0.640 0.017 0.069 -0.004 -0.126
P -0.564 -3.341 1.092 -0.017 0.017 -0.030 -0.466
C 1.055 -2.545 0.813 0.005 0.068 -0.005 -0.013
N 1.256 -1.429 0.130 0.107 -0.204 0.138 0.700
C 2.604 -1.264 0.019 0.023 0.007 0.015 -0.917
C 3.231 -2.287 0.668 0.071 0.043 -0.082 -0.507
N 2.244 -3.095 1.163 -0.119 0.126 -0.065 0.217
C 2.451 -4.320 1.913 -0.011 -0.079 0.046 -0.850
C -1.500 -1.923 1.726 0.053 0.053 -0.105 -0.286
N -1.671 -0.790 1.069 -0.041 -0.158 0.059 0.553
C -2.497 -0.018 1.831 0.076 0.019 0.041 -0.660
C -2.818 -0.698 2.970 -0.065 0.089 0.023 -0.636
N -2.184 -1.906 2.898 0.054 0.019 -0.071 0.267
C -2.234 -2.952 3.900 -0.011 -0.070 0.037 -0.870
H -2.250 -6.216 -1.701 0.003 -0.008 0.010 0.320
H -2.674 -5.598 -0.097 0.012 -0.017 -0.010 0.313
H -0.998 -6.064 -0.459 -0.023 -0.006 0.001 0.312
H -2.251 -4.460 -3.387 -0.012 0.002 -0.008 0.425
H -1.422 -1.821 -3.463 -0.007 0.009 -0.015 0.516
H 3.024 -0.426 -0.511 0.015 0.007 0.002 0.452
H 4.273 -2.513 0.813 0.010 0.011 0.001 0.482
H 3.516 -4.427 2.103 -0.005 -0.014 0.008 0.332
H 2.102 -5.182 1.346 0.012 0.005 0.022 0.311
H 1.925 -4.274 2.864 0.015 -0.023 -0.014 0.320
H -2.763 0.982 1.534 -0.019 0.025 -0.010 0.515
H -3.416 -0.424 3.821 -0.010 0.008 0.000 0.465
H -2.684 -2.544 4.801 0.000 -0.007 -0.002 0.330
H -1.229 -3.294 4.140 -0.012 -0.005 0.005 0.322
H -2.831 -3.795 3.553 0.015 0.005 0.020 0.321
C 1.004 1.341 4.960 0.012 -0.005 0.035 -0.591
C 0.083 2.287 4.529 0.004 0.005 0.043 -0.560
C -0.280 2.383 3.199 -0.014 -0.033 -0.071 -0.549
C 0.282 1.525 2.235 -0.028 0.013 0.051 -0.297
C 1.224 0.588 2.680 0.015 -0.002 -0.089 0.225
C 1.574 0.497 4.016 0.017 -0.006 0.058 -0.732
N -0.099 1.559 0.889 -0.031 0.025 -0.205 0.738
N -0.917 2.582 0.626 0.047 0.021 0.109 -0.918
C -1.577 2.461 -0.564 0.051 -0.060 -0.033 -0.193
C -2.337 3.543 -1.044 0.042 -0.022 0.048 -0.727
C -3.039 3.428 -2.226 -0.022 0.005 -0.031 -0.533
C -2.997 2.252 -2.969 -0.002 -0.046 -0.020 -0.978
C -2.230 1.180 -2.516 0.000 0.071 0.035 -0.095
C -1.560 1.264 -1.309 0.017 -0.018 -0.058 1.450
H 1.284 1.275 6.003 0.000 -0.003 0.005 0.405
H -0.366 2.966 5.245 0.001 0.002 0.006 0.382
H -1.002 3.118 2.878 -0.007 0.007 -0.014 0.420
H 1.712 -0.053 1.966 -0.007 -0.008 -0.026 0.237
H 2.317 -0.232 4.319 0.007 -0.004 0.004 0.424
H -2.340 4.464 -0.475 0.006 0.001 0.008 0.467
H -3.618 4.270 -2.586 -0.005 -0.002 -0.003 0.387
H -3.542 2.173 -3.900 0.000 -0.006 -0.005 0.433
H -2.155 0.286 -3.123 -0.009 -0.010 -0.009 0.278
O 0.863 0.299 -4.461 -0.017 0.092 0.008 -0.733
C 1.029 0.725 -3.330 -0.083 -0.150 -0.118 -0.271
O 0.715 0.058 -2.266 0.419 0.063 0.099 -0.482
C 1.679 2.084 -3.135 -0.057 -0.051 -0.032 0.246
C 1.792 2.678 -1.883 0.031 -0.005 -0.023 0.548
C 2.369 3.930 -1.746 0.028 0.015 -0.095 -0.737
C 2.838 4.563 -2.883 -0.065 -0.074 -0.019 -0.022
C 2.746 3.996 -4.146 -0.026 -0.007 0.118 -0.478
C 2.159 2.750 -4.261 -0.048 -0.023 0.038 -0.784
N 3.457 5.891 -2.749 0.114 0.000 0.016 1.015
O 3.801 6.460 -3.765 -0.002 0.049 -0.094 -0.628
O 3.604 6.340 -1.630 -0.043 0.017 0.074 -0.616
H 1.426 2.176 -1.001 -0.094 -0.054 0.074 0.232
H 2.452 4.409 -0.783 0.007 0.014 0.002 0.544
H 3.125 4.531 -5.003 0.003 0.013 -0.006 0.499
H 2.053 2.271 -5.224 -0.003 -0.010 -0.001 0.516
```
Positions in Å, forces in eV/Å.

The multiplicity is 6. The expectation value of S² is 8.9496. The calculation puts the total energy at -3484.1693 Eh. The calculation puts the orbital gap (alpha / beta) at 5.397 / 7.066 eV. The maximum force comes out at 0.5 eV/A. Its lowest unoccupied orbital energy (alpha / beta) is -0.158 / -0.220 eV.

(3)
Entry from OMol25: C31H28N3O6S2Se3Te2Zr as an isolated structure at a distorted geometry (the ωB97M-V functional and the def2-TZVPD basis).

Structure (XYZ):
```
76
Properties=species:S:1:pos:R:3:forces:R:3:mulliken_charge:R:1
Zr -0.015 -1.122 0.868 -0.670 -0.606 1.317 -0.615
C -3.266 -1.752 0.173 0.841 1.099 2.388 -0.258
O -2.314 -0.770 0.610 0.237 0.556 0.032 1.152
C -2.769 0.464 0.973 0.271 -0.016 -0.020 1.478
C -3.979 0.975 0.536 -0.091 -0.068 0.079 -1.117
C -4.367 2.248 0.925 0.000 0.013 0.014 -0.909
C -3.542 3.012 1.737 -0.016 -0.003 0.000 -0.946
C -2.326 2.502 2.161 -0.001 -0.019 -0.017 -0.616
C -1.927 1.228 1.783 -0.057 0.086 0.038 -0.081
N -0.657 0.667 2.140 0.128 0.292 -0.449 1.992
N -0.031 1.334 2.997 -0.139 -0.056 0.054 -1.099
C 1.192 0.946 3.484 0.049 -0.038 -0.020 0.037
C 1.927 -0.194 3.100 0.133 0.000 -0.017 0.655
O 1.585 -1.043 2.189 -0.355 0.134 -0.445 -0.101
C 3.182 -0.443 3.748 -0.023 -0.033 -0.010 -1.076
C 3.674 0.382 4.696 -0.001 -0.001 0.006 -0.943
C 2.961 1.547 5.108 -0.025 0.006 -0.014 0.813
C 3.476 2.406 6.099 0.004 0.005 0.009 -0.921
C 2.786 3.520 6.495 0.017 -0.009 0.005 -0.491
C 1.545 3.801 5.902 -0.012 -0.005 -0.017 -0.788
C 1.023 2.979 4.936 -0.003 0.030 0.029 -0.221
C 1.718 1.827 4.506 0.012 -0.023 -0.008 0.639
H -4.134 -1.725 0.833 -0.051 -0.071 0.371 0.188
H -3.541 -1.548 -0.862 0.904 0.402 3.854 -0.121
H -2.762 -2.711 0.264 0.711 0.798 0.704 0.022
H -4.611 0.381 -0.110 0.011 0.095 0.087 0.288
H -5.312 2.646 0.578 -0.003 -0.002 0.001 0.411
H -3.842 4.008 2.034 0.009 0.000 -0.001 0.391
H -1.660 3.086 2.779 0.008 0.007 0.006 0.440
H 3.709 -1.333 3.429 0.014 0.006 0.007 0.524
H 4.627 0.166 5.166 0.002 -0.002 -0.005 0.355
H 4.435 2.163 6.543 0.000 0.005 0.002 0.371
H 3.187 4.175 7.258 0.004 -0.003 0.000 0.378
H 0.988 4.677 6.212 0.003 0.000 0.002 0.392
H 0.064 3.204 4.495 0.002 -0.010 -0.008 0.346
Se -1.383 -1.971 3.296 0.219 -0.035 -0.358 -0.311
Se -0.619 -3.601 1.802 0.063 0.438 -0.241 -0.560
Te 2.071 -3.557 -0.694 0.417 -0.033 0.265 -0.189
Se 0.118 -2.361 -1.666 1.479 0.298 1.158 0.042
C -3.757 -3.462 -1.462 -0.854 -1.029 -1.072 -1.572
C -3.196 -2.315 -2.259 0.127 -1.294 -2.156 0.890
C -2.047 -2.469 -3.023 -1.235 -0.455 -0.333 -1.975
C -1.550 -1.421 -3.787 -0.172 0.630 -0.471 -0.299
C -2.205 -0.201 -3.769 0.258 -0.200 -0.197 0.162
C -3.345 -0.017 -2.995 -0.317 -0.135 0.204 -0.575
C -3.834 -1.073 -2.249 -0.536 0.971 -2.775 -0.887
S -1.566 1.164 -4.698 -0.232 -0.229 0.112 1.325
O -2.674 2.029 -4.990 0.066 0.032 0.017 -0.744
O -0.726 0.639 -5.733 0.008 0.017 -0.057 -0.697
N -0.595 1.967 -3.673 0.137 0.330 -0.180 -0.337
C 0.682 1.354 -3.299 -0.007 -0.117 0.063 0.012
C 1.123 1.880 -1.935 0.005 0.039 0.051 -1.375
C 0.558 0.984 -0.864 0.140 0.027 0.121 1.161
O -0.653 0.681 -0.899 -0.036 -0.259 0.316 -0.306
O 1.324 0.500 0.025 0.082 -0.197 -0.105 -0.721
H -3.059 -4.297 -1.430 0.064 0.002 0.052 0.343
H -4.691 -3.816 -1.903 0.026 -0.083 -0.225 0.358
H -3.975 -3.163 -0.435 -0.895 -1.345 -1.223 0.552
H -1.518 -3.414 -3.014 -0.552 0.046 -0.318 0.816
H -0.652 -1.542 -4.377 -0.088 -0.036 -0.055 0.659
H -3.843 0.944 -2.991 -0.017 -0.006 -0.002 0.453
H -4.726 -0.935 -1.647 -0.239 0.075 -0.545 0.977
H -1.111 2.385 -2.911 -0.057 -0.104 0.085 0.353
H 1.426 1.563 -4.065 -0.060 0.101 -0.028 0.412
H 0.566 0.268 -3.233 0.137 -0.013 -0.019 -0.007
H 0.729 2.888 -1.776 0.081 0.050 -0.050 0.342
H 2.206 1.930 -1.851 -0.002 -0.105 0.011 0.345
Te 4.057 -1.753 -0.595 0.102 0.061 -0.015 0.014
C 4.998 -2.153 -2.437 -0.009 0.015 0.010 0.168
C 5.329 -3.357 -2.985 0.019 -0.004 -0.014 -0.395
C 5.965 -3.238 -4.251 -0.015 -0.013 -0.003 -0.492
C 6.114 -1.943 -4.642 0.016 0.018 0.011 -0.449
S 5.464 -0.868 -3.479 -0.045 -0.037 -0.014 -0.108
H 5.110 -4.298 -2.499 0.008 -0.001 -0.004 0.335
H 6.297 -4.080 -4.842 -0.002 -0.004 0.002 0.345
H 6.566 -1.573 -5.548 0.001 0.013 0.004 0.365
```
Positions in Å, forces in eV/Å.

The calculation puts the total energy at -10397.7453 Eh. The calculation puts the orbital gap at 5.229 eV. The maximum force comes out at 4.0 eV/A. As for the total charge: -1. Its lowest unoccupied orbital energy is 1.404 eV.